(1)
C47H54Cl5IN2O2PS4SbSnTe | ωB97M-V/def2-TZVPD

The geometry in XYZ format:
```
119
Properties=species:S:1:pos:R:3:forces:R:3
Sn -1.112477 2.437600 -0.162224 -0.003 0.250 -0.110
S -5.294508 2.426380 3.251575 0.162 0.152 0.084
Sb -4.859768 4.380593 2.086852 0.011 -0.409 -0.306
S -2.355529 4.658050 2.126355 -0.185 -0.073 0.139
S -1.740901 4.813205 0.167890 0.114 0.004 -0.017
S -5.553671 4.293975 -0.078811 0.122 0.146 0.186
Cl 2.403486 2.245222 -0.729717 0.174 0.254 -0.102
C 1.545871 2.790350 -2.142912 -0.082 -0.002 0.023
C 0.184594 3.022081 -2.030577 0.031 0.060 0.114
C -0.433387 3.509096 -3.175678 -0.075 -0.041 0.013
Cl -2.118530 3.915519 -3.095368 0.006 -0.059 -0.005
C 0.236679 3.693590 -4.383210 -0.046 0.005 -0.052
Cl -0.602682 4.256715 -5.782532 0.039 -0.017 0.029
C 1.598021 3.410236 -4.458757 0.006 0.005 0.003
Cl 2.449217 3.609646 -5.944647 -0.016 0.001 0.028
C 2.267019 2.970421 -3.320938 0.021 -0.035 0.001
Cl 3.962093 2.645272 -3.386254 -0.028 -0.021 -0.001
C 2.148950 -5.386724 4.946492 -0.040 0.054 -0.038
C 1.943807 -4.190443 4.054231 0.043 -0.055 0.033
C 1.737785 -2.927686 4.585445 -0.028 -0.033 0.020
C 1.524025 -1.802333 3.795199 -0.037 0.113 -0.015
C 1.290645 -0.503539 4.531136 0.040 -0.077 -0.086
C 1.543782 -1.960506 2.400549 -0.092 -0.122 0.057
Te 1.376324 -0.330911 1.031821 0.238 -0.386 0.131
N 2.133574 1.091637 2.177457 0.096 0.221 -0.105
C 1.491524 2.242434 2.213901 -0.002 -0.147 0.158
O 0.415798 2.606862 1.665006 -0.102 -0.101 -0.192
C 2.173730 3.254643 3.099390 0.177 -0.109 0.044
C 1.890902 3.287853 4.458844 -0.038 0.015 -0.014
C 2.559061 4.178576 5.287329 -0.016 0.007 -0.018
C 3.514821 5.035979 4.760371 -0.005 -0.005 -0.041
C 3.789123 5.009882 3.398959 -0.025 -0.010 0.004
C 3.121059 4.121394 2.568424 -0.034 0.032 0.009
C 3.230286 -0.809910 0.069440 -0.002 0.250 -0.087
C 3.211097 -0.842958 -1.334626 -0.108 0.039 0.025
C 1.951408 -0.720565 -2.164554 0.013 -0.046 0.102
C 4.410407 -0.992502 -2.022159 0.079 -0.004 -0.003
C 5.624033 -1.096032 -1.359755 -0.012 -0.009 -0.051
C 6.922746 -1.166726 -2.119124 -0.060 -0.019 0.045
C 5.613922 -1.095059 0.027693 0.041 0.008 -0.011
C 4.441776 -0.954515 0.762496 -0.046 -0.118 0.128
C 4.547933 -1.027919 2.267215 -0.046 0.034 -0.073
C 1.693772 -3.238454 1.837926 -0.054 0.086 -0.075
C 1.625795 -3.528964 0.356468 0.090 0.144 0.060
C 1.904051 -4.327038 2.676831 -0.011 -0.021 0.011
H 2.558934 -5.091787 5.912381 0.003 -0.005 -0.010
H 2.826304 -6.107569 4.487906 0.001 0.000 0.007
H 1.199650 -5.895529 5.130506 0.011 0.002 0.002
H 1.723293 -2.805608 5.663949 0.007 0.012 -0.013
H 0.846354 -0.719764 5.503240 0.022 -0.014 -0.002
H 0.623980 0.157793 3.989740 -0.042 -0.008 0.008
H 2.231044 0.028559 4.688131 -0.019 0.018 -0.014
H 1.143450 2.616975 4.867459 0.027 -0.003 0.006
H 2.333075 4.202254 6.346127 -0.004 -0.003 -0.007
H 4.042177 5.726041 5.407041 -0.013 0.003 -0.002
H 4.527648 5.682490 2.980108 -0.010 -0.003 0.012
H 3.332239 4.101366 1.505938 0.002 -0.024 0.013
H 1.254929 0.031948 -1.789842 0.019 -0.074 -0.021
H 1.413074 -1.671422 -2.205574 -0.020 -0.017 0.023
H 2.200615 -0.442500 -3.188538 0.015 -0.003 -0.004
H 4.395563 -0.994146 -3.107207 -0.011 0.017 0.013
H 6.747860 -1.276562 -3.188971 0.006 -0.010 0.007
H 7.534500 -2.004936 -1.780804 -0.005 0.010 -0.006
H 7.501381 -0.253601 -1.965029 0.009 -0.012 -0.009
H 6.553793 -1.191341 0.563528 -0.024 0.011 0.003
H 5.553208 -0.750045 2.584337 0.009 -0.007 -0.018
H 4.357986 -2.050579 2.605325 -0.011 0.022 0.012
H 3.841198 -0.365998 2.761083 0.020 0.031 -0.008
H 1.015414 -2.806493 -0.185231 -0.038 0.017 -0.045
H 1.174665 -4.507288 0.192428 -0.012 0.002 0.006
H 2.620272 -3.529041 -0.092963 0.022 0.018 -0.014
H 2.029477 -5.309633 2.231719 -0.019 0.015 0.003
C -2.989400 0.739268 -5.218613 0.011 0.015 0.038
C -2.548592 -0.382338 -4.274857 0.087 -0.029 0.113
C -3.076260 -1.717922 -4.797676 0.002 0.037 -0.075
C -1.011114 -0.442541 -4.275398 -0.026 0.000 -0.019
P -2.954933 0.090989 -2.488626 -0.211 -0.103 -0.087
C -2.781227 -1.509230 -1.576617 0.130 0.019 0.070
C -3.513550 -2.686002 -1.766459 0.025 -0.003 -0.012
C -3.344918 -3.778692 -0.928613 0.004 0.004 0.016
C -2.450279 -3.722151 0.134327 -0.007 0.041 -0.048
C -1.710942 -2.568351 0.341044 0.003 -0.077 -0.084
C -1.871489 -1.483524 -0.516301 -0.075 -0.028 -0.027
C -4.791292 0.483562 -2.279180 0.053 -0.016 -0.005
C -5.057970 0.379367 -0.768245 -0.005 -0.018 -0.021
C -5.802986 -0.369365 -3.043663 -0.027 0.042 0.047
C -4.989600 1.950916 -2.678364 0.046 0.015 -0.019
H -2.526524 0.586330 -6.199471 -0.014 -0.001 0.017
H -2.683779 1.722104 -4.854163 0.002 -0.001 0.000
H -4.071522 0.747144 -5.358823 0.011 0.012 0.003
H -2.766955 -1.832762 -5.843374 -0.013 -0.012 0.024
H -4.164725 -1.774182 -4.768454 0.012 -0.019 0.006
H -2.666503 -2.559338 -4.239650 -0.003 0.005 0.002
H -0.646274 -0.670385 -5.283481 -0.020 -0.011 0.031
H -0.648911 -1.222035 -3.598044 -0.004 0.030 -0.019
H -0.577960 0.511109 -3.960388 0.000 -0.011 -0.013
H -4.228411 -2.761260 -2.571705 -0.022 0.020 -0.017
H -3.929051 -4.675674 -1.096357 -0.007 0.006 -0.002
H -2.345479 -4.564187 0.807801 0.006 0.003 -0.002
H -1.041067 -2.493065 1.190895 -0.045 0.007 -0.064
H -1.313072 -0.572502 -0.333590 -0.044 -0.037 0.018
H -5.070952 -0.658377 -0.428844 -0.003 -0.002 -0.003
H -6.021991 0.837829 -0.531940 0.015 -0.009 -0.019
H -4.307260 0.924850 -0.188485 0.002 0.019 0.002
H -5.778467 -1.417242 -2.748234 0.020 -0.031 -0.004
H -5.662082 -0.301777 -4.123465 -0.005 0.000 0.004
H -6.807883 0.005123 -2.821196 0.009 -0.019 -0.009
H -4.352507 2.608238 -2.087452 -0.003 -0.005 0.003
H -6.021835 2.245598 -2.469507 0.005 -0.025 -0.017
H -4.788481 2.125793 -3.736395 -0.010 0.006 0.009
N -2.089463 1.376969 3.190042 0.149 -0.095 -0.050
C -1.962638 0.134313 2.738136 0.134 0.178 -0.009
O -0.912277 -0.313150 2.261660 -0.108 0.000 0.188
C -3.182390 -0.745549 2.831463 -0.039 0.027 0.019
I -2.716381 -2.451197 4.024732 -0.021 -0.004 0.029
H -1.334360 2.029379 3.014074 -0.003 0.003 -0.076
H -3.011672 1.768368 3.370347 -0.246 0.092 0.069
H -3.429808 -1.130461 1.845722 0.003 0.010 -0.011
H -4.034480 -0.241958 3.275132 -0.027 0.013 0.015
```
Positions in Å, forces in eV/Å.

## Properties
spin multiplicity: 2
total charge: -1
LUMO energy (spin up / spin down): 0.0635 / 0.0351 hartree
maximum force: 0.51 eV Å⁻¹
E_tot: -7338.87356 Eh
HOMO level (spin up / spin down): -4.5 / -5.0 eV
expectation value of S²: 0.764

Mulliken population analysis, charges in e, atoms 1 to 4:
1. Sn 1.17
2. S -0.65
3. Sb 0.57
4. S -0.28

(2)
C3H2FO3 | ωB97M-V/def2-TZVPD

The geometry in XYZ format:
```
9
Properties=species:S:1:pos:R:3:forces:R:3
O 1.692332 -0.095350 -1.402324 0.948 -0.261 -0.070
C 0.515121 0.229736 -1.256994 -0.650 -0.946 0.652
O -0.158732 1.110911 -1.783885 -0.577 0.689 -0.353
C -0.285962 -0.676196 -0.190308 0.521 3.216 2.774
C -0.333130 0.412840 1.301140 -0.502 -2.446 -3.248
O -1.167908 1.178085 1.640996 0.444 -0.230 0.033
F 0.793890 0.224042 2.031378 -0.014 0.139 0.075
H 0.266254 -1.553261 0.112993 0.030 -0.155 0.096
H -1.321865 -0.830808 -0.452997 -0.200 -0.004 0.040
```
Positions in Å, forces in eV/Å.

## Properties
spin multiplicity: 1
total charge: -1
LUMO energy: 0.1478 hartree
maximum force: 4.28 eV Å⁻¹
E_tot: -441.16090 Eh
HOMO level: -4.5 eV

Mulliken population analysis, charges in e, atoms 1 to 4:
1. O -0.70
2. C 0.54
3. O -0.69
4. C -0.47

(3)
C2H7PS2 | ωB97M-V/def2-TZVPD

The geometry in XYZ format:
```
12
Properties=species:S:1:pos:R:3:forces:R:3
C 0.798132 -1.122500 -0.033905 -0.672 0.898 -3.223
C 1.011505 0.168730 0.574244 3.532 -0.752 1.974
P -2.268743 -0.697432 0.242285 0.041 0.619 -1.509
S 2.732543 0.665048 0.041826 -0.477 -0.037 -1.671
S -2.159953 1.389771 -0.234286 -0.674 0.100 0.592
H 0.335985 -1.900435 0.455327 -0.470 -1.841 1.152
H 0.941294 -1.215865 -1.180304 -0.314 0.121 2.164
H 0.451928 0.962371 0.222575 -1.595 1.507 -0.221
H 1.212960 0.166941 1.693032 -1.178 -0.093 -1.215
H -2.399423 -0.937237 -1.211112 0.243 -0.175 1.165
H 2.320024 0.563346 -1.296388 0.852 0.284 1.213
H -2.976257 1.957263 0.726708 0.711 -0.632 -0.421
```
Positions in Å, forces in eV/Å.

## Properties
spin multiplicity: 1
total charge: 0
LUMO energy (spin up / spin down): -0.0425 / -0.0033 hartree
maximum force: 4.12 eV Å⁻¹
E_tot: -1217.99033 Eh
HOMO level (spin up / spin down): -8.3 / -8.3 eV

Mulliken population analysis, charges in e, atoms 1 to 4:
1. C -0.76
2. C -0.45
3. P 0.02
4. S -0.20

(4)
H14N2O8 | ωB97M-V/def2-TZVPD

The geometry in XYZ format:
```
24
Properties=species:S:1:pos:R:3:forces:R:3
N 1.670061 -1.144728 -2.702284 11.793 -8.155 -1.767
H 1.289975 -1.745255 -3.400956 -0.036 -0.923 -1.043
H 1.013205 -0.678318 -2.482607 -11.822 8.448 4.701
H 2.386923 -0.494595 -3.082127 -0.146 -0.942 0.430
H 1.969413 -1.755157 -1.839147 -0.439 1.690 -1.855
N 0.025543 0.556279 -0.052085 -1.767 -2.919 1.035
O 0.809433 -0.288250 0.473093 1.222 1.330 -0.758
O -0.698645 0.118627 -0.962330 0.163 0.204 -1.748
O -0.229114 1.622600 0.442552 0.587 1.128 -0.116
O -0.179734 3.556045 2.251046 -7.872 -7.397 1.093
H -0.303120 2.757681 1.570810 0.725 2.939 2.475
H 0.478084 4.020827 2.002987 7.299 4.997 -2.918
O 2.019871 0.155301 2.975046 -1.485 -0.356 -2.333
H 1.608524 0.881722 3.454369 -0.068 0.001 -0.059
H 1.430860 0.046733 2.110810 1.758 0.585 2.534
O -1.657144 -1.709763 -3.006438 2.075 2.543 1.065
H -2.256164 -2.383690 -2.819626 -1.612 -1.854 0.389
H -1.560420 -1.218521 -2.134549 -0.139 -0.639 -1.389
O -3.407867 1.741050 0.632900 2.687 6.980 1.575
H -2.538107 1.596365 0.311607 1.460 0.153 -0.416
H -3.802107 0.997405 0.493684 -4.123 -7.115 -1.204
O 0.308769 -2.349053 1.949798 -1.324 -3.325 1.978
H 1.098334 -2.629885 2.404790 0.279 0.135 0.237
H 0.523426 -1.653420 1.408655 0.785 2.493 -1.908
```
Positions in Å, forces in eV/Å.

## Properties
spin multiplicity: 1
total charge: 0
LUMO energy: -0.0510 hartree
maximum force: 15.27 eV Å⁻¹
E_tot: -719.56655 Eh
HOMO level: -10.0 eV

Mulliken population analysis, charges in e, atoms 1 to 4:
1. N -0.27
2. H 0.40
3. H 0.04
4. H 0.40

What is the E_tot in the third record?
-1217.99033 Eh

The lowest E_tot belongs to which entry?
C47H54Cl5IN2O2PS4SbSnTe

Number 4 is which compound?
H14N2O8